Record 1
2 unconnected molecules or ions with the total composition C5H12N at a distorted geometry, computed with the ωB97M-V functional and the def2-TZVPD basis.

Each line ends with the Löwdin charge.
Geometry (Å):
1 C -1.3989 2.0404 0.6427  -0.09
2 C -0.0317 1.8403 0.0487  -0.24
3 C 0.2512 1.4478 -1.2432  -0.05
4 H -1.5185 3.1158 0.8712  0.09
5 H -2.1824 1.7126 -0.0725  0.09
6 H -1.4133 1.4973 1.6074  0.08
7 H 0.8306 2.0704 0.6947  0.11
8 H 1.2707 1.3956 -1.6356  0.07
9 H -0.6497 1.3419 -1.8697  0.08
10 C 0.5125 -2.4091 -0.0072  -0.13
11 C 0.4610 -2.4321 1.3087  0.08
12 N 0.6808 -1.1101 -0.7225  0.16
13 H 0.3974 -3.2703 -0.6628  0.13
14 H 0.3565 -3.3953 1.8169  0.09
15 H 0.3277 -1.4962 1.8650  0.09
16 H -0.2028 -0.8671 -1.2164  0.16
17 H 0.8451 -0.3508 -0.0484  0.11
18 H 1.4637 -1.1310 -1.3770  0.17

Results
- LUMO level: -3.370 eV
- E_HOMO: -13.771 eV
- Charge: +1
- Frontier orbital gap: 10.4 eV


Record 2
A single C16H20N2O4S molecule, computed with the ωB97M-V functional and the def2-TZVPD basis.

Each line ends with the Löwdin charge.
Geometry (Å):
1 C -2.5555 3.5110 1.1828  -0.04
2 O -2.0063 2.2643 0.7826  -0.06
3 C -2.7939 1.4993 0.0072  -0.45
4 O -3.8918 1.8399 -0.3536  0.13
5 C -2.1439 0.2170 -0.3636  -0.10
6 C -2.7412 -0.5763 -1.3470  0.00
7 C -2.1660 -1.7790 -1.6846  0.01
8 C -0.9752 -2.2078 -1.0912  -0.04
9 C -0.4076 -3.5194 -1.4499  -0.43
10 O 0.5703 -4.0219 -0.9311  0.10
11 O -1.0889 -4.1356 -2.4233  -0.04
12 C -0.6056 -5.4155 -2.8020  -0.04
13 C -0.3478 -1.3895 -0.1226  -0.17
14 N 0.8284 -1.7771 0.4619  0.05
15 C 1.5913 -1.0690 1.3733  -0.81
16 S 2.0832 -1.8503 2.7423  0.68
17 N 1.9156 0.2082 1.0887  -0.12
18 C 2.5939 1.0304 2.0673  -0.19
19 C 1.9942 2.4341 2.0637  -0.17
20 C 2.1181 3.0528 0.6753  -0.20
21 C 1.4266 2.1498 -0.3415  -0.17
22 C 2.0000 0.7355 -0.2599  -0.14
23 C -0.9750 -0.1948 0.2487  0.05
24 H -1.7934 4.0010 1.7836  0.09
25 H -3.4641 3.3549 1.7675  0.10
26 H -2.8022 4.1148 0.3071  0.10
27 H -3.6534 -0.2367 -1.8104  0.12
28 H -2.6311 -2.4167 -2.4190  0.12
29 H -1.2594 -5.7620 -3.5979  0.10
30 H -0.6376 -6.1004 -1.9521  0.10
31 H 0.4256 -5.3436 -3.1543  0.10
32 H 1.0274 -2.7759 0.3931  0.11
33 H 2.4832 0.5610 3.0458  0.06
34 H 3.6640 1.0809 1.8289  0.14
35 H 2.5118 3.0445 2.8043  0.11
36 H 0.9407 2.3761 2.3448  0.11
37 H 1.6679 4.0463 0.6611  0.11
38 H 3.1745 3.1579 0.4167  0.11
39 H 0.3555 2.1280 -0.1399  0.09
40 H 1.5732 2.5297 -1.3536  0.12
41 H 1.4857 0.0731 -0.9551  0.12
42 H 3.0628 0.7685 -0.5416  0.14
43 H -0.5543 0.3928 1.0473  0.12

Results
- LUMO level: -0.298 eV
- E_HOMO: -7.961 eV
- Charge: 0
- Frontier orbital gap: 7.7 eV
- SMILES: COC(=O)c1ccc(C(=O)OC)c(NC(=S)N2CCCCC2)c1


Record 3
A single C21H25BrN2O4S molecule at a distorted geometry, computed with the ωB97M-V functional and the def2-TZVPD basis.

Each line ends with the Löwdin charge.
Geometry (Å):
1 C 0.4821 -5.2954 -1.7565  -0.05
2 O 1.1854 -4.3751 -0.9485  -0.08
3 C 0.7272 -3.1207 -0.8306  -0.26
4 C -0.4199 -2.6001 -1.4302  0.01
5 C -0.7821 -1.2833 -1.2040  -0.01
6 C -0.0229 -0.4584 -0.3816  -0.11
7 C -0.3376 0.9797 -0.1097  -0.44
8 O 0.5362 1.7792 0.1678  0.08
9 N -1.6437 1.3050 -0.1942  0.12
10 C -2.1386 2.6359 0.0760  -0.30
11 C -3.0302 3.1415 -1.0642  -0.15
12 C -4.2854 2.3197 -1.3509  -0.20
13 C -5.2219 2.1311 -0.1571  -0.20
14 C -4.7366 1.0713 0.8321  -0.20
15 C -3.6972 1.5462 1.8589  -0.19
16 C -2.8151 2.7298 1.4528  -0.14
17 C 1.1368 -0.9741 0.1966  0.02
18 C 1.4992 -2.2779 -0.0268  -0.17
19 S 2.9738 -3.0288 0.6621  0.69
20 O 3.8529 -3.4169 -0.3956  -0.26
21 O 2.6042 -3.9833 1.6611  -0.27
22 N 3.6541 -1.7649 1.5358  -0.06
23 C 4.4451 -0.7483 1.0272  -0.29
24 C 5.2247 0.0294 1.8833  -0.02
25 C 5.9812 1.0736 1.3891  -0.13
26 C 5.9627 1.3388 0.0312  -0.69
27 Br 7.0059 2.7727 -0.6538  0.72
28 C 5.2001 0.5747 -0.8349  -0.11
29 C 4.4387 -0.4646 -0.3373  -0.03
30 H 1.0447 -6.2243 -1.6916  0.10
31 H 0.4455 -4.9639 -2.7984  0.10
32 H -0.5338 -5.4573 -1.3837  0.10
33 H -1.0281 -3.2121 -2.0771  0.11
34 H -1.6574 -0.8998 -1.7082  0.11
35 H -2.3315 0.5823 -0.3204  0.11
36 H -1.2464 3.2730 0.0998  0.14
37 H -3.3231 4.1653 -0.8236  0.12
38 H -2.4293 3.1790 -1.9760  0.12
39 H -4.8338 2.8324 -2.1451  0.11
40 H -4.0067 1.3384 -1.7436  0.10
41 H -5.3753 3.0822 0.3530  0.11
42 H -6.1926 1.8103 -0.5435  0.11
43 H -5.5981 0.6888 1.3842  0.11
44 H -4.3431 0.2258 0.2600  0.10
45 H -4.2163 1.8449 2.7724  0.11
46 H -3.0571 0.7011 2.1232  0.11
47 H -3.3974 3.6513 1.4774  0.11
48 H -2.0351 2.8211 2.2117  0.12
49 H 1.7407 -0.3255 0.8109  0.12
50 H 3.7307 -1.9571 2.5209  0.12
51 H 5.2333 -0.1855 2.9416  0.11
52 H 6.5816 1.6750 2.0543  0.10
53 H 5.1967 0.7919 -1.8917  0.10
54 H 3.8530 -1.0739 -1.0044  0.10

Results
- LUMO level: 0.460 eV
- E_HOMO: -8.345 eV
- Charge: 0
- Frontier orbital gap: 8.8 eV
- SMILES: COc1ccc(C(=O)NC2CCCCCC2)cc1S(=O)(=O)Nc1ccc(Br)cc1


Record 4
10 unconnected molecules or ions with the total composition C22H69NO9P, computed with the ωB97M-V functional and the def2-TZVPD basis.

Each line ends with the Löwdin charge.
Geometry (Å):
1 N -3.3183 -1.5381 -0.4304  -0.01
2 C -2.8382 -0.1879 -0.7807  -0.29
3 C -3.9558 0.8604 -0.9430  -0.22
4 C -5.3556 0.4805 -0.4336  -0.33
5 C -6.2594 -0.1874 -1.4571  -0.45
6 P -8.0642 -0.5641 -0.8364  0.16
7 H -2.6362 -2.2255 -0.7295  0.05
8 H -4.1624 -1.7368 -0.9573  0.04
9 H -2.1414 0.1166 0.0076  0.08
10 H -2.2521 -0.2064 -1.7025  0.07
11 H -3.6229 1.7690 -0.4319  0.09
12 H -4.0434 1.1106 -2.0039  0.09
13 H -5.8593 1.3974 -0.1165  0.08
14 H -5.2729 -0.1504 0.4534  0.08
15 H -6.3383 0.4547 -2.3448  0.05
16 H -5.8480 -1.1517 -1.7920  0.03
17 H -8.0283 -1.8977 -1.4359  -0.10
18 H -7.4652 -1.1314 0.4290  -0.08
19 H -8.0952 0.7965 -0.1938  -0.08
20 H -8.6547 0.0117 -2.0930  -0.09
21 H -9.4251 -0.8201 -0.3159  -0.12
22 C 1.1695 -0.9704 0.8080  -0.08
23 C 1.0474 -1.1545 2.3068  -0.32
24 O -0.0946 -0.4889 2.8377  -0.10
25 H 1.2038 0.0926 0.5593  0.07
26 H 2.0691 -1.4501 0.4238  0.06
27 H 0.2970 -1.3974 0.3072  0.07
28 H 1.9002 -0.7163 2.8215  0.09
29 H 1.0156 -2.2220 2.5534  0.11
30 H -0.8912 -0.8297 2.4140  0.09
31 C 0.9901 2.0518 -2.9566  -0.08
32 C -0.0611 1.5102 -3.9020  -0.31
33 O -1.3589 1.4577 -3.3030  -0.10
34 H 1.0315 1.4403 -2.0536  0.07
35 H 1.9731 2.0619 -3.4258  0.05
36 H 0.7471 3.0750 -2.6555  0.08
37 H 0.1560 0.4843 -4.1948  0.12
38 H -0.1185 2.1070 -4.8179  0.11
39 H -1.6151 2.3487 -3.0408  0.10
40 C -7.3327 -3.8582 -5.3467  -0.10
41 C -7.5531 -4.0004 -3.8500  -0.34
42 O -8.7439 -3.3840 -3.4094  -0.09
43 H -7.3265 -2.8030 -5.6213  0.07
44 H -6.3839 -4.3060 -5.6491  0.07
45 H -8.1331 -4.3508 -5.9067  0.06
46 H -6.7612 -3.4944 -3.2973  0.10
47 H -7.5326 -5.0620 -3.5682  0.10
48 H -9.4990 -3.7953 -3.8418  0.08
49 C -3.6439 1.9502 -6.8264  -0.09
50 C -3.2473 0.5049 -6.5848  -0.32
51 O -2.0024 0.3880 -5.9137  -0.10
52 H -2.8750 2.4627 -7.4071  0.07
53 H -4.5906 2.0118 -7.3654  0.07
54 H -3.7636 2.4762 -5.8767  0.07
55 H -3.1230 -0.0212 -7.5325  0.11
56 H -4.0345 -0.0062 -6.0200  0.11
57 H -2.0878 0.8240 -5.0517  0.04
58 C 6.2232 3.8297 -4.0414  -0.09
59 C 5.1233 3.3166 -4.9510  -0.32
60 O 3.8496 3.3099 -4.3191  -0.09
61 H 6.2755 3.2290 -3.1333  0.08
62 H 7.1915 3.7921 -4.5426  0.07
63 H 6.0341 4.8660 -3.7513  0.07
64 H 5.3083 2.2799 -5.2308  0.11
65 H 5.0877 3.9086 -5.8725  0.11
66 H 3.6296 4.2121 -4.0642  0.08
67 C 5.3732 -2.2717 4.2066  -0.08
68 C 4.3830 -2.7125 3.1514  -0.30
69 O 4.0814 -1.6311 2.2686  -0.10
70 H 4.9625 -1.4220 4.7533  0.08
71 H 5.6077 -3.0556 4.9253  0.05
72 H 6.2977 -1.9386 3.7304  0.07
73 H 3.4314 -3.0019 3.5989  0.11
74 H 4.7597 -3.5701 2.5829  0.11
75 H 4.9073 -1.3696 1.8462  0.09
76 C 5.8448 2.8183 3.4408  -0.09
77 C 5.7939 1.3508 3.8112  -0.33
78 O 6.9770 0.6410 3.4409  -0.10
79 H 6.0061 2.9333 2.3687  0.08
80 H 4.9072 3.3094 3.7015  0.05
81 H 6.6606 3.3240 3.9654  0.07
82 H 4.9832 0.8509 3.2822  0.10
83 H 5.6070 1.2350 4.8846  0.11
84 H 7.7309 1.0276 3.8972  0.08
85 C 0.5951 2.6013 3.8434  -0.08
86 C 1.5219 3.5632 3.1297  -0.31
87 O 2.7593 2.9480 2.7623  -0.10
88 H 1.0852 2.2019 4.7330  0.08
89 H -0.3311 3.0924 4.1452  0.08
90 H 0.3425 1.7583 3.1983  0.05
91 H 1.8017 4.4019 3.7679  0.11
92 H 1.0291 3.9728 2.2408  0.11
93 H 2.5526 2.1980 2.1932  0.08
94 C 4.9857 -4.2352 9.5304  -0.10
95 C 4.8950 -3.1816 8.4432  -0.32
96 O 5.3307 -3.6614 7.1759  -0.09
97 H 6.0085 -4.6020 9.6200  0.07
98 H 4.6740 -3.8277 10.4930  0.07
99 H 4.3389 -5.0852 9.3003  0.07
100 H 5.5474 -2.3386 8.6690  0.11
101 H 3.8703 -2.8017 8.3718  0.11
102 H 4.7662 -4.4016 6.9281  0.08

Results
- LUMO level: 1.785 eV
- E_HOMO: -2.623 eV
- Charge: -1
- Frontier orbital gap: 4.4 eV


Record 5
A molecular structure, C30H14BF15Fe at a distorted geometry, computed with the ωB97M-V functional and the def2-TZVPD basis.

Each line ends with the Löwdin charge.
Geometry (Å):
1 F -5.1503 2.1303 -3.0048  0.12
2 C -4.0370 2.0489 -2.2531  -0.12
3 C -3.1007 3.0753 -2.2675  -0.12
4 F -3.3006 4.1474 -3.0612  0.11
5 C -1.9483 2.9860 -1.4756  -0.13
6 F -1.0781 4.0221 -1.6185  0.09
7 C -1.6990 1.9097 -0.6091  0.01
8 B -0.4504 1.7733 0.4085  -0.35
9 C 0.3324 3.1815 0.5757  0.05
10 C 1.5361 3.4158 -0.0860  -0.13
11 F 2.1049 2.4351 -0.8428  0.10
12 C 2.2047 4.6444 -0.0621  -0.07
13 F 3.3407 4.8173 -0.7638  0.16
14 C 1.6820 5.7066 0.6706  -0.08
15 F 2.2958 6.9047 0.6754  0.15
16 C 0.5095 5.5105 1.3920  -0.09
17 F -0.0045 6.5268 2.1174  0.13
18 C -0.1325 4.2641 1.3404  -0.06
19 F -1.2875 4.1874 2.0529  0.16
20 C -0.9443 1.3244 1.8876  0.01
21 C -0.0484 0.6746 2.7342  -0.13
22 F 1.2546 0.5131 2.3599  0.09
23 C -0.3931 0.1783 3.9952  -0.11
24 F 0.4893 -0.5474 4.7041  0.12
25 C -1.6592 0.4307 4.5132  -0.10
26 F -1.9963 0.0025 5.7435  0.13
27 C -2.5703 1.1394 3.7395  -0.10
28 F -3.7940 1.4205 4.2367  0.12
29 C -2.2104 1.5532 2.4485  -0.15
30 F -3.1841 2.2269 1.7853  0.10
31 H 0.3060 0.8824 -0.0780  0.15
32 C -2.6521 0.8890 -0.6667  -0.16
33 F -2.5056 -0.2290 0.0997  0.09
34 C -3.7985 0.9286 -1.4581  -0.12
35 F -4.6720 -0.0981 -1.4628  0.11
36 C 3.1460 -0.9278 -2.2770  -0.11
37 C 3.2313 -2.2759 -1.6737  -0.11
38 C 2.4073 -3.3435 -2.0663  -0.31
39 C 2.4737 -4.7513 -1.5900  -0.11
40 C 1.2561 -5.4193 -1.9531  -0.13
41 C 0.3960 -4.4648 -2.6394  -0.12
42 C 1.0770 -3.2070 -2.7125  -0.11
43 Fe 0.9333 -3.8050 -0.8383  0.33
44 C 0.6075 -2.2142 0.3185  -0.14
45 C 1.4950 -3.1640 0.9595  -0.13
46 C 0.8069 -4.4403 1.0303  -0.15
47 C -0.5034 -4.2759 0.4244  -0.13
48 C -0.6232 -2.9010 -0.0158  -0.15
49 H 3.8232 -0.2487 -1.7478  0.07
50 H 3.4697 -0.9518 -3.3281  0.09
51 H 2.1244 -0.5284 -2.2400  0.07
52 H 4.1613 -2.5461 -1.1685  0.11
53 H 3.3613 -5.1806 -1.1334  0.12
54 H 1.0462 -6.4771 -1.8262  0.12
55 H -0.5580 -4.6930 -3.1105  0.12
56 H 0.7684 -2.2964 -3.2170  0.12
57 H 0.8110 -1.1552 0.1721  0.09
58 H 2.4759 -2.9273 1.3727  0.12
59 H 1.1800 -5.3321 1.5354  0.12
60 H -1.2985 -5.0254 0.4004  0.12
61 H -1.5073 -2.4242 -0.4459  0.11

Results
- LUMO level (alpha / beta): -0.532 / -5.726 eV
- E_HOMO (alpha / beta): -5.388 / -8.446 eV
- 2S+1: 5
- Charge: 0
- Frontier orbital gap (alpha / beta): 4.9 / 2.7 eV
- Expectation value of S²: 6.070